The following is a quantum chemistry calculation of 5 unconnected molecules or ions with the total composition C36H82F5O14P2 at a distorted geometry, from the OMol25 dataset.

Each line ends with the Löwdin charge.
Element x y z (Å)
1 H 1.09 1.30 12.36  0.11
2 H -4.17 -0.43 -4.53  0.09
3 H -4.54 -5.47 -3.51  0.12
4 O -5.30 -5.43 -1.61  -0.21
5 O -4.28 -2.55 -1.78  -0.14
6 P 1.06 -0.05 -2.18  0.33
7 H -3.06 6.28 -2.81  0.08
8 H 4.04 -0.90 12.81  0.12
9 C 0.20 4.20 -1.44  -0.20
10 H 1.27 5.65 5.68  0.11
11 O -4.04 4.56 -3.38  -0.21
12 C 2.88 3.39 13.00  -0.11
13 C 3.62 -6.08 -9.27  -0.19
14 H -0.74 3.58 5.61  0.10
15 H -5.37 4.79 -1.85  0.12
16 C 1.29 4.48 1.09  -0.23
17 H 0.22 3.98 1.26  0.12
18 C -5.38 4.78 -2.95  -0.19
19 H 3.73 -6.53 -7.14  0.11
20 O -0.07 -0.92 -1.16  -0.39
21 H -0.15 0.41 10.33  0.12
22 H 0.75 -1.12 10.49  0.12
23 H 1.86 2.78 -2.22  0.07
24 O 1.68 -3.10 -1.73  -0.58
25 O 5.62 -5.92 -7.79  -0.13
26 O 3.18 2.28 12.17  -0.21
27 O -4.38 1.62 -4.45  -0.21
28 F 1.48 1.43 0.26  -0.05
29 O 2.06 -0.50 12.76  -0.13
30 H -5.75 0.15 -3.93  0.08
31 H -6.93 -6.53 -2.24  0.08
32 C 4.36 -6.57 -8.02  -0.17
33 H -5.96 2.68 -3.14  0.11
34 O 1.84 0.56 9.90  -0.21
35 H -0.71 1.54 -1.04  0.07
36 H -4.32 0.28 -2.91  0.09
37 H 3.52 -0.24 11.28  0.11
38 H -1.30 -5.44 0.00  0.09
39 H 1.39 6.03 -0.58  0.10
40 H 2.38 -4.24 -10.93  0.08
41 H 3.04 5.59 3.95  0.11
42 H 4.92 1.34 12.67  0.12
43 H 0.13 3.00 4.03  0.11
44 C 1.39 4.84 -0.50  -0.22
45 O 3.58 -4.54 -5.96  -0.22
46 O -3.03 -4.40 0.30  -0.22
47 C 3.64 0.76 -0.83  -0.19
48 H -1.03 -0.64 -1.36  0.07
49 C 5.56 -4.54 -7.38  -0.17
50 C -6.31 3.67 -3.45  -0.17
51 C -3.83 -3.70 -2.50  -0.16
52 H -4.37 1.70 -6.49  0.12
53 H -5.85 3.59 -6.74  0.12
54 C -3.35 5.75 -3.72  -0.11
55 C -5.49 3.38 -5.72  -0.17
56 F 3.97 1.75 0.26  -0.02
57 H 3.19 0.17 8.41  0.09
58 H 1.85 0.74 -3.10  -0.01
59 H -4.64 4.05 -5.56  0.11
60 H -5.12 -1.81 -0.10  0.12
61 H -3.97 6.39 -4.36  0.08
62 H 2.45 3.18 5.91  0.07
63 C -4.68 0.33 -3.94  -0.11
64 H 2.43 3.07 13.94  0.08
65 H -7.28 3.81 -2.96  0.12
66 H 5.50 -4.99 -5.27  0.12
67 O 3.09 -4.76 -9.06  -0.21
68 H 2.14 3.67 1.31  0.10
69 C 3.85 1.23 12.86  -0.19
70 H 2.41 -1.27 9.08  0.08
71 C 3.16 -3.95 -10.23  -0.11
72 C 1.59 5.73 2.11  -0.21
73 C 1.38 2.71 5.93  -0.16
74 H 2.77 -6.73 -9.47  0.12
75 C -4.92 -4.73 -2.80  -0.19
76 C -1.62 -4.49 0.45  -0.09
77 H 0.97 2.59 7.04  0.08
78 H 5.16 -3.29 -5.68  0.12
79 H -5.48 -3.50 -0.35  0.11
80 H -6.93 -6.02 -0.53  0.09
81 H -0.68 3.82 -0.77  0.10
82 H -0.18 5.09 -2.13  0.10
83 H -3.46 -3.32 -3.46  0.13
84 C 2.24 -0.23 8.79  -0.11
85 C 3.39 -0.15 12.36  -0.17
86 C 4.99 -4.32 -5.98  -0.19
87 C 0.79 -0.04 10.66  -0.19
88 H -2.46 5.48 -4.28  0.09
89 C 2.04 5.06 3.56  -0.22
90 H 0.24 -0.43 -3.32  -0.03
91 H 4.60 -7.62 -8.18  0.12
92 H -2.74 -2.33 0.41  0.12
93 P 2.22 -1.90 -2.61  0.62
94 H 4.30 -6.10 -10.13  0.12
95 H -1.36 -4.49 1.51  0.08
96 H -1.11 -3.68 -0.08  0.08
97 H 3.74 -6.03 -4.52  0.08
98 H 3.68 1.29 13.94  0.12
99 C 0.29 3.59 5.06  -0.27
100 H 2.48 4.51 -0.86  0.12
101 F 4.06 1.40 -2.09  0.01
102 H 2.15 4.01 12.47  0.09
103 H 0.59 3.24 -3.53  0.11
104 F 4.60 -0.38 -0.58  -0.02
105 H 6.60 -4.20 -7.38  0.12
106 C -5.06 1.91 -5.67  -0.19
107 F 2.06 -0.86 0.21  -0.07
108 C -6.69 -5.72 -1.55  -0.12
109 C -4.68 -2.76 -0.42  -0.17
110 C 0.70 2.93 -2.39  -0.23
111 H -5.95 1.27 -5.79  0.12
112 H 3.13 -4.44 -3.95  0.06
113 H 4.14 -4.01 -10.70  0.08
114 H -0.08 5.70 4.24  0.09
115 H 1.47 1.62 5.44  0.08
116 H -2.97 -4.15 -2.00  0.12
117 H 2.46 6.42 1.68  0.11
118 C 2.07 0.38 -0.65  -0.29
119 H 3.78 3.97 13.18  0.08
120 H 2.32 3.90 3.47  0.10
121 H 2.99 -2.91 -9.92  0.09
122 H 3.64 -1.69 -2.55  -0.04
123 H 0.08 -0.09 12.67  0.12
124 H -3.89 -3.05 1.57  0.12
125 H -0.92 1.42 -2.90  0.09
126 H -5.76 5.75 -3.30  0.12
127 H 1.93 -2.24 -4.01  -0.01
128 H 0.57 6.32 2.24  0.11
129 C 3.12 -5.16 -4.77  -0.11
130 H 5.05 -3.94 -8.13  0.11
131 H 1.49 -0.17 8.00  0.08
132 O -6.58 3.71 -4.85  -0.14
133 H -7.29 -4.83 -1.79  0.08
134 C 0.83 5.13 4.70  -0.21
135 C 0.99 0.24 12.15  -0.17
136 C -0.09 1.51 -2.03  -0.33
137 C -3.52 -3.08 0.53  -0.18
138 H -5.78 -4.22 -3.25  0.12
139 H 2.10 -5.51 -4.94  0.09

E_HOMO   -4.767 eV
Multiplicity   1
Lowest unoccupied orbital energy   2.08 eV
Net charge   -1